DFT (ωB97M-V/def2-TZVPD) results for a structure of composition C30H46BrN3P2SeSn.

Output
E_LUMO (spin up / spin down), eV: -7.36 / -7.36
Energy above the lowest of the compared OMol25 structures with the same formula, charge and spin, kJ/mol: 0.0
E, eV: -196106.251
Charge: +2
HOMO level (spin up / spin down), eV: -13.30 / -13.30

Structure (XYZ):
```
84
C30H46BrN3P2SeSn (ωB97M-V/def2-TZVPD)
C 2.319 4.103 -0.992
C 1.246 3.497 -1.670
C 1.334 3.328 -3.067
C 2.549 3.649 -3.696
N 3.595 4.131 -3.017
C 3.482 4.379 -1.712
C 0.022 3.137 -1.006
C -1.064 3.396 -0.462
C -2.218 3.199 0.324
C -2.049 2.148 1.266
C -3.187 1.356 1.539
C -4.424 1.735 1.070
C -4.682 2.981 0.488
C -3.541 3.707 0.085
Sn -1.538 -0.975 1.605
P 1.871 -0.602 -0.291
H 0.452 3.050 -3.650
H 2.190 4.443 0.023
H 2.634 3.544 -4.787
H 4.320 4.872 -1.228
H -3.659 4.656 -0.445
H -1.026 1.865 1.603
H -5.699 3.347 0.332
H -3.251 0.305 1.947
C 2.660 -2.274 -0.083
C 3.755 -2.725 -1.040
H 1.804 -2.965 -0.157
H 3.017 -2.329 0.957
H 4.012 -3.771 -0.821
H 3.450 -2.677 -2.090
H 4.681 -2.151 -0.924
C 2.043 -0.241 -2.117
C 3.396 0.191 -2.675
H 1.316 0.571 -2.281
H 1.663 -1.118 -2.666
H 3.306 0.322 -3.763
H 3.732 1.151 -2.259
H 4.182 -0.558 -2.514
C 3.098 0.578 0.436
C 4.572 0.192 0.469
H 2.743 0.741 1.465
H 2.968 1.539 -0.082
H 5.138 0.972 0.997
H 4.748 -0.755 0.993
H 5.012 0.116 -0.531
Br -5.647 0.101 1.291
P -1.703 -1.751 -1.577
C -0.657 -2.638 -2.813
C -1.197 -3.900 -3.465
H 0.261 -2.890 -2.249
H -0.370 -1.897 -3.576
H -0.392 -4.324 -4.079
H -1.500 -4.655 -2.733
H -2.047 -3.703 -4.128
C -2.919 -3.015 -0.955
C -4.258 -3.207 -1.652
H -3.102 -2.736 0.102
H -2.378 -3.972 -0.934
H -4.838 -3.933 -1.065
H -4.845 -2.285 -1.721
H -4.155 -3.624 -2.659
C -2.735 -0.521 -2.494
C -3.143 -0.855 -3.917
H -2.111 0.390 -2.499
H -3.619 -0.308 -1.869
H -3.664 0.019 -4.324
H -2.289 -1.068 -4.567
H -3.833 -1.701 -3.978
C -3.046 -0.681 4.666
N -1.648 -0.314 4.818
C -1.180 0.839 5.422
C 0.152 0.919 5.177
N 0.494 -0.187 4.410
C 1.786 -0.451 3.806
C -0.615 -0.968 4.210
Se -0.727 -2.660 3.309
H -3.530 -0.020 3.932
H -3.538 -0.555 5.638
H -3.117 -1.730 4.346
H -1.848 1.503 5.939
H 0.877 1.654 5.457
H 2.257 0.501 3.533
H 2.436 -0.990 4.509
H 1.636 -1.074 2.909
```


DFT (ωB97M-V/def2-TZVPD) results for a structure of composition C21H20BrN5O11Ti.

Output
E_LUMO (spin up / spin down), eV: -0.12 / -0.12
Spin multiplicity: 3
Energy above the lowest of the compared OMol25 structures with the same formula, charge and spin, kJ/mol: 0.0
Expectation value of S²: 2.05
E, eV: -145232.427
Charge: 0
HOMO level (spin up / spin down), eV: -5.38 / -8.14

Structure (XYZ):
```
59
C21H20BrN5O11Ti (ωB97M-V/def2-TZVPD)
Ti -14.941 -11.834 -3.047
O -12.708 -16.614 -1.292
C -13.719 -15.815 -1.534
O -14.704 -15.829 -0.859
C -13.460 -14.845 -2.677
O -14.631 -14.146 -2.966
C -15.343 -14.843 -3.962
C -16.560 -14.069 -4.345
O -17.490 -14.529 -4.954
O -16.513 -12.799 -3.951
H -12.977 -17.222 -0.572
H -12.688 -14.053 -2.449
H -13.064 -15.297 -3.593
H -14.704 -14.936 -4.860
H -15.737 -15.856 -3.715
O -13.617 -12.028 -4.536
C -13.536 -11.303 -5.651
C -14.142 -10.025 -5.786
C -13.922 -9.291 -6.986
C -14.236 -7.930 -7.020
C -14.907 -7.249 -5.979
C -15.203 -8.034 -4.784
C -14.797 -9.363 -4.682
O -15.156 -10.019 -3.555
N -13.812 -7.171 -8.224
O -13.957 -5.981 -8.293
O -13.199 -7.860 -9.001
H -12.871 -11.540 -6.502
H -13.309 -9.868 -7.723
H -15.181 -6.187 -6.043
H -15.750 -7.458 -3.956
O -10.913 -11.469 1.830
C -11.586 -11.675 0.704
C -12.575 -12.653 0.565
C -13.341 -12.701 -0.602
N -13.229 -11.820 -1.656
C -12.262 -10.950 -1.463
Br -12.060 -9.530 -2.721
C -11.375 -10.857 -0.390
H -11.082 -12.218 2.386
H -12.999 -13.326 1.355
H -14.122 -13.483 -0.665
H -10.672 -10.060 -0.295
C -16.091 -9.252 1.775
N -16.666 -10.212 0.847
C -17.979 -10.489 0.933
C -18.509 -11.303 0.048
C -17.672 -11.870 -1.014
N -16.402 -11.535 -1.119
C -15.842 -10.627 -0.214
O -14.723 -10.168 -0.194
N -18.219 -12.630 -1.964
H -15.553 -9.630 2.635
H -16.921 -8.626 2.159
H -15.389 -8.568 1.271
H -18.574 -9.957 1.680
H -19.579 -11.445 0.029
H -19.189 -12.849 -1.823
H -17.846 -12.674 -2.901
```


DFT (ωB97M-V/def2-TZVPD) results for a structure of composition C6H6NO2S.

Output
E_LUMO, eV: 3.40
Energy above the lowest of the compared OMol25 structures with the same formula, charge and spin, kJ/mol: 160.5
E, eV: -22738.667
Charge: -1
HOMO level, eV: -3.31

Structure (XYZ):
```
16
C6H6NO2S (ωB97M-V/def2-TZVPD)
C -0.172 -1.673 1.121
C -0.810 -2.951 2.877
C -1.296 -2.595 1.469
C 0.348 -2.000 2.516
C -0.986 -0.152 -0.606
C 1.048 0.323 0.544
N 0.106 -0.776 0.106
O -2.324 -2.959 0.880
O 1.374 -1.717 3.142
S -1.474 -3.542 4.224
H -1.318 -0.887 -1.309
H -1.891 0.007 -0.069
H -0.715 0.730 -1.137
H 1.245 0.223 1.537
H 1.908 0.157 0.039
H 0.675 1.263 0.355
```


DFT (ωB97M-V/def2-TZVPD) results for a cluster of 40 separate species, H80O40 in total.

Output
E_LUMO, eV: -0.50
Energy above the lowest of the compared OMol25 structures with the same formula, charge and spin, kJ/mol: 875.7
E, eV: -83196.740
Charge: 0
HOMO level, eV: -10.15

Structure (XYZ):
```
120
H80O40 (ωB97M-V/def2-TZVPD)
H 3.294 2.942 1.310
H 2.725 4.194 1.940
O 2.824 3.236 2.094
H -5.322 2.709 0.809
H -5.805 2.674 -0.722
O -5.994 2.942 0.178
H -3.646 -4.647 -0.273
H -4.886 -3.981 -0.623
O -4.497 -4.437 0.136
H 0.258 -4.959 3.077
H -0.803 -4.165 2.313
O 0.128 -4.426 2.288
H 6.105 0.245 0.191
H 6.658 1.257 1.382
O 5.926 0.874 0.906
H 4.673 -1.315 -0.016
O 5.592 -1.297 -0.336
H 2.025 -5.182 -2.417
O 2.137 -4.740 -3.267
H -2.560 1.274 -4.098
H -1.908 0.122 -3.301
O -2.595 0.325 -3.943
H 3.966 -2.401 3.544
H 3.819 -3.020 2.243
O 4.466 -2.880 2.900
H -2.694 -2.987 2.783
H -1.704 -2.333 3.871
O -1.819 -2.563 2.942
H 1.473 -0.614 3.556
H 0.164 -0.812 3.292
O 0.983 -1.145 2.887
H 4.578 1.329 -3.610
O 4.983 0.872 -2.864
H -3.145 2.606 -1.524
H -4.667 2.354 -1.467
O -3.881 2.194 -1.989
H -5.434 2.358 2.571
H -4.528 1.277 3.254
O -5.165 1.980 3.408
H 0.890 4.118 -4.418
H 1.531 2.691 -4.165
O 1.710 3.623 -4.360
H -5.652 0.288 -3.487
H -4.394 0.023 -3.232
O -5.190 0.161 -2.663
H 1.873 0.993 0.654
H 1.606 -0.183 1.730
O 1.240 0.689 1.343
H -3.420 1.454 0.755
H -4.407 0.372 0.886
O -3.837 0.755 0.216
H -0.442 -4.719 -1.011
O 0.410 -4.389 -0.707
H 3.653 -4.114 0.248
H 2.608 -3.867 -0.764
O 2.827 -4.507 -0.062
H 3.860 0.711 0.129
O 3.089 0.319 -0.324
H -0.989 1.447 -1.822
H -0.335 0.710 -0.660
O -0.312 0.811 -1.622
H -3.275 -5.520 2.778
H -4.174 -4.333 2.961
O -3.269 -4.618 3.121
H -1.862 -1.821 1.399
H -0.834 -2.248 0.250
O -1.286 -1.522 0.660
H -2.178 3.920 -3.900
H -0.791 3.833 -3.065
O -1.227 3.876 -3.890
H -1.099 2.309 4.964
H -0.001 1.383 5.462
O -0.888 1.711 5.675
H -1.400 4.456 -0.677
H -2.506 5.184 -1.128
O -2.172 4.280 -1.177
H 3.486 6.088 0.136
H 2.294 4.990 0.386
O 2.924 5.616 0.748
H 0.878 -2.110 -0.821
H 1.318 -2.674 -2.321
O 1.501 -2.206 -1.514
H 2.172 2.392 3.655
H 1.739 1.281 2.639
O 1.711 1.537 3.644
H 1.790 2.506 -0.961
H 0.674 2.179 -1.983
O 1.228 2.898 -1.626
H -0.937 -4.829 -3.976
O -0.866 -5.174 -3.071
H 1.007 -1.713 -3.759
H -0.400 -2.051 -4.171
O 0.470 -1.883 -4.553
H 0.286 -4.344 0.248
H 6.074 -1.996 0.113
H 3.305 0.442 -1.258
H 1.275 -4.627 -3.660
H 5.690 0.360 -3.268
H -1.826 -5.120 -2.936
O 1.307 0.746 -3.861
H 2.195 0.607 -3.518
H 1.315 0.023 -4.508
O 2.291 -2.204 4.992
H 2.114 -2.261 5.931
H 2.034 -3.064 4.654
O -3.075 -2.073 -2.023
H -3.985 -1.790 -2.141
H -2.737 -1.703 -1.198
O -0.797 -2.096 5.808
H -0.357 -1.654 6.552
H -0.658 -2.957 6.231
O -1.504 2.157 1.035
H -0.970 1.387 1.296
H -1.498 2.536 1.928
O -2.725 5.774 0.778
H -2.261 6.205 1.496
H -3.551 5.450 1.132
O 3.720 4.848 -2.293
H 4.296 4.419 -1.649
H 3.383 4.061 -2.759
```


DFT (ωB97M-V/def2-TZVPD) results for an isolated molecule of C7H13NS.

Output
E_LUMO (spin up / spin down), eV: 0.10 / 0.10
Energy above the lowest of the compared OMol25 structures with the same formula, charge and spin, kJ/mol: 448.1
E, eV: -19790.527
Charge: 0
HOMO level (spin up / spin down), eV: -7.90 / -7.90

Structure (XYZ):
```
22
C7H13NS (ωB97M-V/def2-TZVPD)
C -1.846 1.434 -0.849
C -0.928 -1.097 0.036
C -1.244 -2.458 -0.543
C 1.889 0.380 1.301
C 1.498 1.575 -0.775
C 0.263 -0.495 -0.237
C 0.797 0.825 0.303
N -2.006 -0.600 0.774
S -2.661 1.101 0.497
H -1.954 2.515 -1.157
H -2.296 -2.752 -0.618
H -0.692 -3.240 0.001
H -0.795 -2.489 -1.574
H 2.349 1.289 1.639
H 1.698 -0.293 2.121
H 2.560 -0.346 0.794
H 1.576 2.670 -0.565
H 0.978 1.477 -1.703
H 2.395 1.043 -0.918
H 0.859 -0.906 -1.011
H -0.033 1.339 0.887
H -2.407 -0.970 1.598
```


DFT (ωB97M-V/def2-TZVPD) results for an isolated molecule of CH5NOS.

Output
E_LUMO, eV: 0.81
Energy above the lowest of the compared OMol25 structures with the same formula, charge and spin, kJ/mol: 163.8
E, eV: -15489.421
Charge: 0
HOMO level, eV: -8.81

Structure (XYZ):
```
9
CH5NOS (ωB97M-V/def2-TZVPD)
O -0.265 -1.614 -0.252
C -0.646 -0.339 0.099
N 0.316 0.527 0.855
S 1.573 1.012 -0.219
H 0.075 -1.718 -1.208
H -0.857 0.427 -0.789
H -1.554 -0.315 0.605
H 0.598 0.000 1.642
H 0.759 2.019 -0.734
```


DFT (ωB97M-V/def2-TZVPD) results for an isolated molecule of C3H7NO2.

Output
E_LUMO, eV: 0.74
Energy above the lowest of the compared OMol25 structures with the same formula, charge and spin, kJ/mol: 338.6
E, eV: -8807.020
Charge: 0
HOMO level, eV: -9.47

Structure (XYZ):
```
13
C3H7NO2 (ωB97M-V/def2-TZVPD)
O 1.352 0.251 1.367
C 1.803 0.232 0.176
N 0.933 0.302 -0.864
C -0.529 0.496 -0.662
C -1.248 -0.640 0.077
O -1.191 -0.542 1.470
H 2.694 0.117 0.874
H 1.256 0.302 -1.818
H -0.712 1.431 -0.121
H -0.961 0.603 -1.665
H -2.312 -0.596 -0.186
H -0.860 -1.603 -0.299
H -0.260 -0.361 1.702
```


Which of these has the highest energy above the lowest of the compared OMol25 structures with the same formula, charge and spin?
H80O40


Copy entry 6 word for word.
DFT (ωB97M-V/def2-TZVPD) results for an isolated molecule of CH5NOS.

Output
E_LUMO, eV: 0.81
Energy above the lowest of the compared OMol25 structures with the same formula, charge and spin, kJ/mol: 163.8
E, eV: -15489.421
Charge: 0
HOMO level, eV: -8.81

Structure (XYZ):
```
9
CH5NOS (ωB97M-V/def2-TZVPD)
O -0.265 -1.614 -0.252
C -0.646 -0.339 0.099
N 0.316 0.527 0.855
S 1.573 1.012 -0.219
H 0.075 -1.718 -1.208
H -0.857 0.427 -0.789
H -1.554 -0.315 0.605
H 0.598 0.000 1.642
H 0.759 2.019 -0.734
```


Which of these has the lowest charge?
C6H6NO2S


What is the formula in the sixth record?
CH5NOS